The following is a DFT calculation (ωB97M-V with the def2-TZVPD basis set) of 14 unconnected molecules or ions with the total composition C25H58O24 in a non-equilibrium geometry.

The calculation puts the frontier orbital gap at 8.78 eV. The LUMO energy comes out at -1.188 eV. As for the spin multiplicity: 1.

Each line ends with the Löwdin charge.
Element x y z (Å)
O1 3.76 1.86 1.32  -0.03
H1 4.25 2.46 0.77  0.05
H2 4.32 1.72 2.08  0.04
O2 3.25 -2.92 -2.67  -0.04
H3 4.07 -2.44 -2.77  0.03
H4 2.63 -2.26 -2.35  0.00
O3 -3.00 3.69 -1.97  -0.05
H5 -2.07 3.76 -2.22  -0.02
H6 -3.03 3.98 -1.06  -0.02
O4 -3.23 4.64 0.57  -0.03
H7 -2.88 4.48 1.44  0.05
H8 -4.18 4.63 0.68  0.07
C1 -0.85 1.75 0.31  0.03
C2 0.44 0.88 0.38  -0.27
C3 0.68 0.06 1.64  -0.10
O5 0.91 -1.22 1.13  0.08
C4 0.70 -1.34 -0.17  -0.54
O6 0.89 -2.34 -0.83  0.13
O7 0.32 -0.15 -0.61  0.08
H9 -0.94 2.24 -0.66  0.06
H10 -0.79 2.61 0.98  0.07
H11 -1.72 1.12 0.51  0.09
H12 1.38 1.43 0.30  0.12
H13 -0.16 0.11 2.33  0.15
H14 1.55 0.40 2.20  0.10
C5 3.29 -1.35 3.44  -0.02
C6 4.37 -1.96 4.30  -0.29
C7 5.17 -0.95 5.16  -0.13
O8 5.43 -1.74 6.25  0.07
C8 4.47 -2.71 6.39  -0.50
O9 4.41 -3.46 7.37  0.12
O10 3.75 -2.82 5.27  0.11
H15 2.92 -2.00 2.65  0.07
H16 3.61 -0.40 3.01  0.07
H17 2.40 -1.12 4.02  0.09
H18 5.10 -2.53 3.71  0.15
H19 4.57 -0.06 5.32  0.12
H20 6.08 -0.69 4.61  0.14
C9 -0.36 -3.86 -3.84  0.00
C10 0.30 -4.99 -2.98  -0.27
C11 -0.25 -5.19 -1.59  -0.13
O11 -0.29 -6.57 -1.42  0.07
C12 -0.25 -7.19 -2.63  -0.54
O12 -0.38 -8.39 -2.77  0.13
O13 0.13 -6.31 -3.57  0.08
H21 -1.42 -4.12 -3.88  0.08
H22 0.02 -3.80 -4.85  0.08
H23 -0.15 -2.88 -3.41  0.07
H24 1.39 -4.96 -2.93  0.14
H25 -1.26 -4.77 -1.53  0.11
H26 0.31 -4.74 -0.78  0.12
C13 0.53 4.95 2.93  0.00
C14 1.63 3.88 2.88  -0.36
C15 2.90 4.32 3.67  -0.08
O14 3.16 3.22 4.49  0.10
C16 2.20 2.34 4.42  -0.55
O15 2.12 1.29 5.04  0.14
O16 1.24 2.74 3.54  0.07
H27 -0.39 4.50 2.54  0.06
H28 0.82 5.85 2.39  0.10
H29 0.36 5.14 3.99  0.09
H30 1.92 3.63 1.86  0.13
H31 2.70 5.23 4.24  0.13
H32 3.73 4.53 3.00  0.13
C17 -4.88 0.67 -0.34  0.00
C18 -6.15 0.79 -1.26  -0.30
C19 -6.98 -0.45 -1.43  -0.13
O17 -8.27 -0.02 -1.27  0.10
C20 -8.27 1.20 -0.76  -0.52
O18 -9.26 1.87 -0.43  0.10
O19 -7.01 1.69 -0.65  0.08
H33 -4.42 1.64 -0.14  0.06
H34 -4.08 0.10 -0.83  0.04
H35 -5.11 0.16 0.59  0.09
H36 -5.96 1.32 -2.19  0.15
H37 -6.83 -1.28 -0.73  0.14
H38 -6.86 -0.84 -2.44  0.14
C21 2.71 1.87 -2.40  -0.13
O20 1.91 2.99 -2.11  -0.12
H39 3.42 2.16 -3.17  0.08
H40 3.30 1.54 -1.54  0.07
H41 2.08 1.10 -2.83  0.09
H42 2.36 3.52 -1.46  0.09
C22 -0.34 3.96 -4.38  -0.17
O21 -0.57 3.90 -3.04  -0.13
H43 -1.12 4.53 -4.89  0.10
H44 0.53 4.58 -4.60  0.09
H45 -0.27 3.00 -4.89  0.08
H46 0.24 3.56 -2.64  0.04
C23 -2.81 -2.49 -0.90  -0.10
O22 -4.23 -2.46 -1.35  -0.12
H47 -2.67 -3.12 -0.02  0.08
H48 -2.19 -2.81 -1.73  0.05
H49 -2.42 -1.51 -0.61  0.05
H50 -4.28 -2.92 -2.19  0.07
C24 3.03 -4.57 0.87  -0.18
O23 3.98 -4.36 1.86  -0.11
H51 3.38 -4.18 -0.09  0.07
H52 2.72 -5.61 0.74  0.08
H53 2.19 -3.94 1.15  0.07
H54 4.85 -4.40 1.46  0.08
C25 -2.12 1.05 -3.64  -0.13
O24 -3.49 1.22 -3.22  -0.13
H55 -1.49 1.48 -2.87  0.05
H56 -1.77 0.04 -3.83  0.08
H57 -1.93 1.68 -4.52  0.06
H58 -3.53 2.13 -2.92  0.02

***

The following is a DFT calculation (ωB97M-V with the def2-TZVPD basis set) of 2 unconnected molecules or ions with the total composition C33H38BN4O in a non-equilibrium geometry.

The calculation puts the frontier orbital gap at 5.97 eV. The LUMO energy comes out at -4.669 eV. As for the spin multiplicity: 1. As for the net charge: +1.

Each line ends with the Löwdin charge.
Element x y z (Å)
C1 -1.16 2.70 10.63  0.01
N1 -0.69 2.45 9.28  -0.03
C2 -0.31 3.46 8.42  -0.41
O1 -0.35 4.66 8.62  0.11
C3 0.20 2.78 7.16  -0.14
C4 1.67 3.10 6.90  -0.08
C5 2.54 2.66 8.05  -0.23
C6 2.78 3.53 9.10  -0.03
C7 3.50 3.12 10.20  -0.06
C8 3.99 1.83 10.26  -0.08
C9 3.75 0.95 9.22  -0.08
C10 3.03 1.37 8.12  -0.05
N2 0.01 1.31 7.37  0.05
C11 0.17 0.32 6.44  0.03
C12 0.00 -1.01 6.77  -0.05
C13 -0.30 -2.01 5.87  0.04
C14 -0.57 -3.36 6.21  -0.23
C15 -1.09 -4.23 5.23  -0.03
C16 -1.34 -5.55 5.52  -0.06
C17 -1.08 -6.05 6.79  -0.04
C18 -0.57 -5.22 7.77  -0.05
C19 -0.32 -3.89 7.50  -0.01
C20 -0.56 1.09 8.72  -0.22
C21 -1.87 0.38 8.68  -0.05
C22 -2.92 0.86 8.02  -0.01
C23 -4.22 0.20 7.89  -0.21
C24 -5.25 0.84 7.19  -0.03
C25 -6.49 0.24 7.05  -0.07
C26 -6.72 -1.01 7.59  -0.07
C27 -5.71 -1.65 8.28  -0.07
C28 -4.48 -1.06 8.43  -0.03
H1 -1.17 3.77 10.82  0.10
H2 -2.16 2.29 10.74  0.09
H3 -0.50 2.21 11.35  0.10
H4 -0.43 3.08 6.31  0.17
H5 2.00 2.60 5.98  0.13
H6 1.79 4.18 6.74  0.14
H7 2.36 4.52 9.06  0.12
H8 3.68 3.80 11.02  0.11
H9 4.55 1.51 11.13  0.11
H10 4.13 -0.06 9.27  0.11
H11 2.82 0.68 7.32  0.10
H12 0.38 0.60 5.42  0.16
H13 -0.01 -1.25 7.82  0.10
H14 -0.45 -1.73 4.84  0.13
H15 -1.30 -3.84 4.25  0.12
H16 -1.75 -6.20 4.76  0.12
H17 -1.27 -7.09 7.00  0.12
H18 -0.37 -5.62 8.75  0.11
H19 0.08 -3.26 8.27  0.11
H20 0.18 0.54 9.31  0.16
H21 -1.96 -0.56 9.20  0.11
H22 -2.80 1.80 7.52  0.12
H23 -5.07 1.81 6.76  0.11
H24 -7.27 0.74 6.51  0.11
H25 -7.68 -1.48 7.48  0.11
H26 -5.89 -2.63 8.71  0.11
H27 -3.69 -1.57 8.96  0.10
H28 2.56 -1.70 3.60  -0.02
B1 3.66 -1.77 3.20  -0.38
H29 3.68 -1.33 2.11  0.02
H30 4.34 -1.09 3.88  0.02
C29 4.18 -3.22 3.20  -0.15
N3 5.44 -3.67 2.79  -0.07
C30 6.50 -2.80 2.27  -0.01
C31 5.53 -5.06 2.94  -0.04
C32 4.34 -5.50 3.45  -0.04
N4 3.50 -4.38 3.61  -0.07
C33 2.13 -4.41 4.13  -0.03
H31 7.38 -3.39 2.02  0.09
H32 6.16 -2.28 1.38  0.10
H33 6.77 -2.06 3.02  0.10
H34 6.39 -5.66 2.70  0.12
H35 4.07 -6.52 3.68  0.12
H36 1.84 -5.43 4.38  0.09
H37 2.06 -3.80 5.03  0.08
H38 1.44 -4.02 3.38  0.09

***

The following is a DFT calculation (ωB97M-V with the def2-TZVPD basis set) of 4 unconnected molecules or ions with the total composition C5H18NO2 in a non-equilibrium geometry.

The calculation puts the frontier orbital gap (spin up / spin down) at 7.13 / 3.25 eV. The LUMO energy (spin up / spin down) comes out at -11.900 / -14.159 eV. As for the expectation value of S²: 0.77. As for the spin multiplicity: 2. As for the net charge: +2.

Each line ends with the Löwdin charge.
Element x y z (Å)
C1 -1.24 -2.48 -1.35  0.16
C2 -0.95 -1.30 -0.22  -0.37
C3 0.37 -1.74 0.48  -0.10
C4 0.60 -0.80 1.70  -0.18
C5 -0.44 -0.33 2.65  -0.07
N1 -0.71 -0.28 -1.01  0.30
H1 -0.34 -2.80 -1.87  0.12
H2 -1.99 -2.12 -2.05  0.11
H3 -1.67 -3.26 -0.72  0.14
H4 -1.78 -1.16 0.47  0.17
H5 0.40 -2.76 0.83  0.14
H6 1.14 -1.60 -0.26  0.13
H7 1.41 -1.27 2.27  0.14
H8 0.99 0.14 1.16  0.14
H9 -1.39 -0.02 2.16  0.07
H10 -0.64 -1.04 3.46  0.11
H11 -0.05 0.59 3.12  0.12
H12 -1.89 2.57 0.29  0.08
H13 -1.52 1.95 0.34  0.01
H14 -1.57 0.21 -1.35  0.15
H15 0.66 0.91 -0.73  0.02
H16 1.05 2.44 -0.73  0.09
O1 1.33 1.57 -0.42  0.16
H17 3.36 3.69 -2.68  0.11
H18 2.44 4.92 -2.89  0.11
O2 2.42 3.97 -2.67  0.13

***

The following is a DFT calculation (ωB97M-V with the def2-TZVPD basis set) of a single C21H27ClN2O5 molecule.

The calculation puts the frontier orbital gap at 9.76 eV. The LUMO energy comes out at 0.600 eV. As for the spin multiplicity: 1. As for the SMILES: COc1c(C)cc(C(=O)NCCCOCCNC(=O)C#C[C@H]2CCOC2)cc1Cl.

Each line ends with the Löwdin charge.
Element x y z (Å)
C1 1.53 -0.63 6.91  -0.07
O1 0.78 0.39 6.26  -0.12
C2 0.38 0.06 5.00  -0.29
C3 1.11 0.53 3.90  -0.17
C4 2.34 1.37 4.12  -0.01
C5 0.67 0.23 2.63  0.04
C6 -0.48 -0.53 2.42  -0.12
C7 -0.88 -0.79 1.00  -0.42
O2 -0.47 -0.09 0.09  0.07
N1 -1.70 -1.85 0.76  0.08
C8 -2.02 -2.21 -0.62  -0.17
C9 -3.09 -1.32 -1.23  -0.15
C10 -3.25 -1.58 -2.71  -0.23
O3 -2.09 -1.10 -3.37  -0.14
C11 -2.00 -1.49 -4.71  -0.21
C12 -0.86 -0.72 -5.36  -0.16
N2 -1.16 0.68 -5.56  0.06
C13 -1.07 1.65 -4.60  -0.51
O4 -1.78 2.63 -4.60  0.07
C14 -0.05 1.45 -3.58  0.10
C15 0.75 1.35 -2.69  0.06
C16 1.68 1.26 -1.57  -0.30
C17 3.16 1.47 -1.92  -0.11
C18 3.75 1.97 -0.58  -0.18
O5 2.64 2.23 0.29  -0.15
C19 1.47 2.34 -0.51  -0.16
C20 -1.22 -0.98 3.51  -0.05
C21 -0.78 -0.68 4.79  -0.56
Cl1 -1.72 -1.21 6.15  0.72
H1 1.80 -0.24 7.89  0.09
H2 0.94 -1.54 7.03  0.07
H3 2.44 -0.86 6.34  0.09
H4 2.73 1.72 3.17  0.07
H5 2.10 2.24 4.74  0.09
H6 3.12 0.81 4.64  0.08
H7 1.22 0.59 1.77  0.11
H8 -1.86 -2.51 1.49  0.13
H9 -1.11 -2.13 -1.21  0.12
H10 -2.34 -3.25 -0.62  0.13
H11 -4.05 -1.48 -0.73  0.12
H12 -2.81 -0.27 -1.09  0.12
H13 -3.36 -2.66 -2.90  0.13
H14 -4.14 -1.08 -3.11  0.13
H15 -1.81 -2.57 -4.79  0.13
H16 -2.94 -1.28 -5.24  0.13
H17 0.03 -0.80 -4.73  0.12
H18 -0.63 -1.17 -6.32  0.12
H19 -1.93 0.88 -6.19  0.14
H20 1.53 0.29 -1.08  0.14
H21 3.64 0.56 -2.28  0.12
H22 3.25 2.23 -2.69  0.12
H23 4.38 1.22 -0.10  0.12
H24 4.33 2.88 -0.72  0.12
H25 1.41 3.33 -0.98  0.14
H26 0.60 2.16 0.11  0.11
H27 -2.14 -1.52 3.39  0.11